No. 1
The following is a quantum chemistry calculation of a cluster of 11 separate species, C29H55N5O6S3 in total, from OMol25.

Structure (XYZ):
```
98
Properties=species:S:1:pos:R:3
C 2.1725 5.3479 3.2086
O 2.1720 6.3261 2.2308
H 1.6788 4.5958 2.5932
H 3.1834 4.9727 3.3681
H 1.6736 5.7153 4.1053
H 2.8208 6.9661 2.5329
C 4.8404 2.4521 -0.2362
O 4.7554 1.2186 0.3544
H 3.9204 3.0290 -0.3300
H 5.5476 2.9633 0.4170
H 5.3350 2.2557 -1.1875
H 4.9196 1.2713 1.2988
C -0.3432 -0.2105 0.2304
O 0.5183 -0.5236 -0.8727
H -1.2187 -0.8541 0.1434
H 0.1756 -0.3680 1.1760
H -0.5027 0.8562 0.0732
H 1.4518 -0.4244 -0.6718
N -0.5380 5.9227 -4.4521
C -0.6983 6.8207 -5.4996
C 0.2336 6.4436 -6.4261
C 0.9916 5.3910 -6.0272
C 0.3883 4.9460 -4.8737
H -1.1547 5.7601 -3.6689
H -1.5052 7.5378 -5.4685
H 0.3572 6.9163 -7.3892
H 1.6454 4.8738 -6.7138
H 0.5883 4.0820 -4.2573
N 3.9748 -5.1442 2.7262
C 4.1959 -6.2015 3.6192
C 4.0813 -7.3749 2.8957
C 3.7200 -7.0882 1.6210
C 3.5581 -5.6880 1.5705
H 4.0936 -4.1655 2.9455
H 4.6348 -5.9635 4.5768
H 4.3380 -8.3550 3.2697
H 3.5582 -7.6964 0.7433
H 3.3013 -5.0431 0.7430
N -5.8875 -2.3285 2.7491
C -5.4112 -3.2207 3.7193
C -4.4563 -2.6102 4.4736
C -4.3473 -1.2945 3.9336
C -5.3022 -1.1389 2.9064
H -6.6422 -2.4085 2.0827
H -5.9308 -4.1499 3.9005
H -4.0196 -3.1580 5.2956
H -3.6972 -0.5399 4.3513
H -5.5368 -0.3396 2.2190
N 4.7952 -1.6875 -7.8858
C 4.8227 -1.5440 -6.5113
C 6.1295 -1.7194 -6.1209
C 6.9455 -1.8272 -7.2120
C 6.1152 -1.7118 -8.2766
H 4.0196 -1.5020 -8.5056
H 3.8767 -1.4191 -6.0054
H 6.3577 -1.6515 -5.0675
H 7.9981 -2.0685 -7.2034
H 6.3623 -1.8263 -9.3217
N -4.7200 5.1788 2.6879
C -5.5623 5.9537 3.4940
C -4.9448 6.0895 4.7364
C -3.7520 5.3612 4.7498
C -3.6654 4.7719 3.5150
H -4.8075 4.8192 1.7481
H -6.4493 6.3631 3.0334
H -5.2948 6.6452 5.5938
H -2.9603 5.2342 5.4733
H -3.0259 4.0435 3.0389
C -2.5749 -7.0001 -0.7833
S -3.7311 -7.6646 -2.0759
O -4.0993 -6.4138 -2.8676
C -2.3801 -8.4848 -2.9827
H -1.8940 -6.3329 -1.3119
H -2.0351 -7.8898 -0.4592
H -3.1320 -6.4467 -0.0273
H -1.5355 -8.7694 -2.3553
H -1.9783 -7.8582 -3.7789
H -2.7509 -9.4164 -3.4102
C -3.9452 0.7941 -4.4012
S -4.8799 2.1232 -3.6094
O -3.8835 2.9802 -2.8826
C -5.2523 3.0198 -5.1637
H -3.7271 0.1707 -3.5340
H -2.9863 1.1077 -4.8138
H -4.5350 0.2334 -5.1263
H -5.1503 2.4574 -6.0918
H -4.7751 3.9997 -5.1719
H -6.3163 3.2520 -5.2098
C 3.6598 -0.9811 8.3824
S 3.4940 0.3213 7.1010
O 3.7746 -0.3249 5.7336
C 1.6932 0.6813 7.2943
H 3.5582 -0.6049 9.4003
H 4.6118 -1.4139 8.0751
H 2.8887 -1.7273 8.1908
H 1.3758 0.8670 6.2682
H 1.5754 1.5466 7.9467
H 1.0570 -0.1032 7.7041
```

Summary:
- frontier orbital gap (eV) = 8.1145
- highest occupied orbital energy (Ha) = -0.291
- net charge = 0
- molecular weight (Da) = 665.989



No. 2
The following is a quantum chemistry calculation of a structure of composition C6H24HfN15O15, from OMol25.

Structure (XYZ):
```
61
Properties=species:S:1:pos:R:3
Hf -16.8523 -35.2994 1.2386
N -20.4200 -34.8871 0.4215
O -21.3926 -35.5998 0.6193
O -20.5330 -33.7893 -0.1474
O -19.3100 -35.2337 0.9185
N -13.8766 -33.9890 0.0075
O -13.9988 -33.8353 -1.2068
O -14.9082 -34.1581 0.7363
O -12.7849 -33.9587 0.5619
N -14.8899 -37.7837 2.8120
O -15.4179 -36.7660 2.2607
O -15.4114 -38.2539 3.8307
O -13.8736 -38.2432 2.3308
C -17.4009 -33.3229 -1.6296
O -17.2660 -33.8560 -0.5008
N -18.5969 -32.9816 -2.1375
N -16.3032 -33.0491 -2.3534
H -19.4023 -33.2165 -1.5757
H -18.5942 -32.4533 -2.9890
H -15.4189 -33.3824 -1.9829
H -16.3380 -32.4199 -3.1336
C -15.1680 -37.2215 -1.1664
O -15.7785 -36.5000 -0.3594
N -15.7915 -38.2322 -1.8035
N -13.8696 -37.0010 -1.4542
H -16.7601 -38.4191 -1.6303
H -15.2091 -38.7483 -2.4374
H -13.3944 -37.6891 -2.0094
H -13.3634 -36.3209 -0.9150
C -18.4205 -36.3616 4.1609
O -17.8881 -36.0385 3.0986
N -19.4833 -35.6877 4.6617
N -17.9612 -37.4195 4.8355
H -19.8412 -35.7722 5.5922
H -19.8915 -35.0537 3.9941
H -17.0358 -37.8177 4.6729
H -18.3227 -37.7375 5.7212
C -18.3435 -32.3024 2.2583
O -17.8846 -33.4283 2.0803
N -17.7326 -31.4149 3.0985
N -19.3872 -31.8197 1.5428
H -16.8827 -31.7819 3.4905
H -18.1339 -30.5209 3.3010
H -19.8537 -32.4455 0.8975
H -19.7788 -30.9310 1.7949
C -14.7973 -34.3974 3.8614
O -15.8336 -34.3534 3.1657
N -13.5764 -34.2086 3.3489
N -14.8679 -34.8065 5.1564
H -12.7760 -34.2518 3.9551
H -13.4425 -33.8649 2.4095
H -15.7805 -34.8816 5.5671
H -14.0810 -34.6177 5.7530
C -18.6825 -38.3569 1.3163
O -17.8153 -37.5529 0.9365
N -18.3416 -39.6387 1.6110
N -19.9710 -38.0318 1.5672
H -17.4261 -39.9229 1.3159
H -19.0324 -40.2192 2.0449
H -20.5936 -38.7208 1.9466
H -20.3296 -37.1307 1.2788
```

Summary:
- frontier orbital gap (eV) = 9.5911
- highest occupied orbital energy (Ha) = -0.429
- net charge = +1
- molecular weight (Da) = 724.838
- ΔE to the lowest compared entry with this formula, charge and spin (eV) = 0.000



No. 3
The following is a quantum chemistry calculation of the ion C6H10N with charge +1, from OMol25.

Structure (XYZ):
```
17
Properties=species:S:1:pos:R:3
C 1.8138 -0.9776 -0.1588
C 0.6264 -1.6590 0.1595
C 1.7979 0.3494 -0.2783
C 2.1575 1.5816 -0.2653
C -0.6813 -1.0364 0.4068
C -2.3557 0.8352 -0.1328
N -1.0012 0.2588 -0.1063
H 2.9063 -1.2758 -0.1742
H 0.7344 -2.7178 0.3425
H 2.5390 1.9159 0.6402
H 2.2758 2.3055 -1.0729
H -1.5093 -1.7956 0.1929
H -0.9753 -1.1639 1.4636
H -2.8095 1.0075 0.8941
H -2.4152 1.7865 -0.7724
H -2.9629 0.0312 -0.5651
H -0.1407 0.5545 -0.5735
```

Summary:
- frontier orbital gap (alpha / beta) (eV) = 6.3761 / 6.3772
- highest occupied orbital energy (alpha / beta) (Ha) = -0.469 / -0.469
- net charge = +1
- molecular weight (Da) = 96.153
- ΔE to the lowest compared entry with this formula, charge and spin (eV) = 3.659



No. 4
The following is a quantum chemistry calculation of a cluster of 2 separate species, C4H15N2O in total, from OMol25.

Structure (XYZ):
```
22
Properties=species:S:1:pos:R:3
C 1.5709 1.5973 -0.8898
N 0.9609 2.3623 0.2766
C 1.3551 0.0653 -0.5015
N -0.0386 -0.1667 0.0295
C -0.2882 -1.0609 1.2218
C -1.5707 -0.6408 1.9167
H 2.5944 1.6349 -1.1518
H 1.1162 1.8826 -1.8922
H 1.6918 2.9831 0.5749
H 0.1719 2.8877 0.0255
H 2.1015 -0.1526 0.2461
H 1.4762 -0.7096 -1.3509
H -0.7296 -0.5424 -0.6915
H -0.4103 0.7502 0.2542
H -0.2191 -2.1133 0.8691
H 0.4198 -0.6976 2.0140
H -1.5903 0.3737 2.3278
H -1.8961 -1.4319 2.5540
H -2.4925 -0.6397 1.2017
H -0.9766 -2.6950 -2.6625
H -2.1082 -1.7865 -2.2408
O -1.1387 -1.8999 -2.1311
```

Summary:
- frontier orbital gap (eV) = 11.3447
- highest occupied orbital energy (Ha) = -0.518
- net charge = +1
- molecular weight (Da) = 107.177
- ΔE to the lowest compared entry with this formula, charge and spin (eV) = 1.557



No. 5
The following is a quantum chemistry calculation of a structure of composition C3H7NO2, from OMol25.

Structure (XYZ):
```
13
Properties=species:S:1:pos:R:3
C -1.6016 0.3314 0.0300
C -0.4776 -0.5000 0.6314
O -0.6198 -1.8785 0.4415
C 0.9690 0.4027 -0.2309
O 0.5716 1.2801 -0.9847
N 2.3492 0.3300 -0.1985
H -2.0661 1.0268 0.7331
H -2.3642 -0.2287 -0.5291
H -1.0524 0.9743 -0.6712
H -0.4047 -0.4115 1.7280
H -1.0660 -2.0436 -0.4012
H 2.9821 -0.2736 0.2981
H 2.7805 0.9908 -0.8465
```

Summary:
- frontier orbital gap (eV) = 10.1063
- highest occupied orbital energy (Ha) = -0.338
- net charge = 0
- molecular weight (Da) = 89.094
- ΔE to the lowest compared entry with this formula, charge and spin (eV) = 2.512



No. 6
The following is a quantum chemistry calculation of the molecule C4H7NO2, from OMol25.

Structure (XYZ):
```
14
Properties=species:S:1:pos:R:3
N 1.4225 0.7089 1.6177
C 0.7557 0.3297 0.4912
O -0.2321 1.2038 0.1616
C 1.0262 -0.7923 -0.2066
C -1.4875 -0.7569 -0.6195
C -1.0898 0.6994 -0.8523
O -1.7405 -1.5044 -1.5332
H 1.0409 1.3700 2.2708
H 2.2173 0.1571 1.8890
H 1.5912 -1.5882 0.2565
H 0.7808 -0.8938 -1.2511
H -1.6492 -1.0327 0.4414
H -0.6335 0.7949 -1.8441
H -2.0021 1.3044 -0.8214
```

Summary:
- frontier orbital gap (eV) = 9.1472
- highest occupied orbital energy (Ha) = -0.304
- net charge = 0
- molecular weight (Da) = 101.105
- SMILES string = C=C(N)OCC=O
- ΔE to the lowest compared entry with this formula, charge and spin (eV) = 2.159